Density functional theory data (wB97M-V/def2-TZVPD) for a structure of composition C38H37GeMnN2O7Sb2 in a non-equilibrium geometry.

```
! wB97M-V def2-TZVPD RIJCOSX def2/J DEFGRID3
* xyz -2 5
Mn 0.94624 0.19204 0.59059
O 0.30742 -0.50118 3.79738
C 1.33224 -0.68905 3.04806
O 1.28085 -1.37673 1.92639
C 2.72822 -0.16576 3.34154
C 3.32108 -0.59635 4.48062
C 4.58411 -0.10427 4.70192
C 5.28242 0.76264 3.90004
C 4.59600 1.15674 2.79549
C 3.30746 0.72874 2.44397
O 2.71085 1.16250 1.42142
N 5.22836 2.10879 1.89362
O 6.43393 2.29770 2.14008
O 4.64362 2.69862 0.97509
N 5.18894 -0.48872 5.95154
O 6.26736 0.05513 6.26200
O 4.57623 -1.32932 6.63448
H 2.86272 -1.30473 5.17007
H 6.28454 1.14110 4.12214
C -0.65727 -3.78182 0.91856
Sb -1.55129 -2.56846 2.48738
C -3.45049 -3.63622 2.44523
C -2.33534 -1.11380 0.93469
C -3.53093 -0.39917 1.39540
C -4.73263 -0.69138 0.74351
C -5.94564 -0.06450 1.02788
C -5.96952 0.94634 2.00706
C -4.77106 1.27637 2.62408
C -3.56498 0.57588 2.42954
C -2.43219 0.97907 3.25758
Sb -0.77194 1.88227 2.01889
C -2.09491 3.46136 1.31694
C 0.12763 3.03411 3.62562
H 0.12910 -3.17529 0.45068
H -1.42950 -4.01500 0.17027
H -0.21974 -4.69325 1.33352
H -3.78472 -3.72332 1.39590
H -4.17299 -3.01157 2.98485
H -3.32759 -4.62811 2.90798
H -2.56620 -1.74040 0.06069
H -1.46043 -0.49130 0.68972
H -4.72545 -1.49969 -0.00583
H -6.83948 -0.35000 0.46485
H -6.88975 1.45360 2.28875
H -4.73001 2.12286 3.32937
H -1.87387 0.18786 3.77004
H -2.73003 1.78709 3.93805
H -2.70339 3.78203 2.18094
H -2.73514 3.04418 0.52486
H -1.51949 4.30956 0.88111
H 0.95250 3.63090 3.21950
H 0.52747 2.30615 4.34002
H -0.62203 3.69299 4.09991
C 0.53329 0.09373 -1.00499
Ge 0.62058 -0.13323 -2.90537
C 2.40053 0.36309 -3.45579
C 2.64244 0.78927 -4.78575
C 3.92792 1.13373 -5.19402
C 4.97440 1.13164 -4.27062
C 4.76484 0.71502 -2.95049
C 3.48250 0.34678 -2.52107
C -0.74128 1.10269 -3.42640
C -1.12239 2.14046 -2.53605
C -2.06839 3.07437 -2.91662
C -2.64507 2.98142 -4.19571
C -2.23777 1.98473 -5.10020
C -1.30524 1.00607 -4.70515
C 0.13662 -1.88546 -3.46943
C 1.12011 -2.87470 -3.72629
C 0.73828 -4.18016 -4.01225
C -0.61303 -4.52727 -4.05329
C -1.60608 -3.54511 -3.84094
C -1.24690 -2.22528 -3.57659
H 1.83379 0.86108 -5.51999
H 4.09427 1.38996 -6.24598
H 5.96968 1.44934 -4.58419
H 5.57899 0.67546 -2.22297
H 3.35325 0.03804 -1.47780
H -0.63096 2.19102 -1.55735
H -2.37746 3.86825 -2.21429
H -3.42134 3.70138 -4.48689
H -2.68565 1.94734 -6.09298
H -1.08077 0.15502 -5.37635
H 2.18181 -2.61964 -3.76597
H 1.51536 -4.94442 -4.16990
H -0.89545 -5.55809 -4.21856
H -2.65962 -3.81961 -3.88753
H -2.01255 -1.46414 -3.38623
*
```

Calculated values
LUMO level (spin up / spin down) = 3.97 / 3.98 eV
Highest occupied orbital energy (spin up / spin down) = 0.020 / -0.058 Eh
Gap between HOMO and LUMO (spin up / spin down) = 0.1260 / 0.2046 hartree
Total energy = -5814.54695 Eh

Here are the Löwdin charges for atoms 1 to 8, given in e:
1. Mn 0.391
2. O -0.158
3. C -0.586
4. O -0.190
5. C -0.066
6. C 0.062
7. C -0.181
8. C 0.073